Entry from the OMol25 dataset: a structure of composition C32H80MnO16 (the ωB97M-V functional and the def2-TZVPD basis).

```
129
Properties=species:S:1:pos:R:3:forces:R:3
Mn 0.1259 3.2532 0.2844 -1.825 -0.894 -1.116
C -3.7127 2.1134 -0.5546 -0.734 0.130 0.082
C -3.2186 3.5567 -0.3838 0.115 0.695 0.091
O -1.9246 3.6958 0.0495 0.992 -0.304 0.515
H -2.9285 1.3588 -0.5047 0.292 0.329 -0.315
H -4.2771 2.0521 -1.4890 0.141 -0.371 -0.035
H -4.4185 1.8268 0.2331 0.030 0.135 0.077
H -3.9419 4.0799 0.2770 0.147 -0.195 0.336
H -3.3658 4.1588 -1.3036 0.056 -0.521 -0.376
C -0.1279 -0.4435 0.5275 -0.725 -1.035 0.806
C 0.8636 0.1248 -0.4464 0.293 0.414 0.714
O 0.8337 1.5003 -0.4583 0.313 0.336 -0.391
H -1.1466 -0.0498 0.4686 0.097 0.149 -0.366
H 0.1800 -0.3085 1.5721 0.182 0.313 -0.098
H -0.1919 -1.5341 0.4177 -0.160 0.035 -0.089
H 0.7468 -0.3671 -1.4270 -0.219 0.309 -0.204
H 1.8306 -0.2638 -0.0663 0.270 0.109 -0.248
C -3.9623 -1.5710 0.0473 -0.578 0.141 -0.701
O -4.3472 -2.2597 -1.1453 -0.055 0.316 -0.245
C -5.2217 -3.3656 -1.0254 0.876 0.163 0.436
C -6.5360 -2.9942 -0.3418 -0.239 0.407 -0.132
O -7.6104 -3.8564 -0.6348 -0.158 -0.577 0.259
C -8.1305 -3.7235 -1.9311 -0.246 1.697 -0.233
H -4.8376 -1.1941 0.5864 -0.033 -0.152 0.149
H -3.4764 -0.6861 -0.3558 0.397 -0.052 0.357
H -3.3250 -2.1601 0.7113 0.009 0.033 -0.161
H -4.6522 -4.1367 -0.4917 -0.485 -0.281 0.104
H -5.3608 -3.7237 -2.0453 -0.212 0.041 0.057
H -6.8100 -1.9682 -0.6218 0.134 0.055 -0.242
H -6.4421 -2.9635 0.7443 0.060 -0.286 0.019
H -7.3518 -3.8027 -2.6902 -0.241 -0.807 -0.226
H -8.5279 -2.7091 -2.1222 0.231 0.201 0.436
H -9.0405 -4.3043 -2.0458 0.509 -0.822 -0.065
C 2.1485 -3.4499 -0.3477 -1.427 -0.551 -1.265
O 2.4604 -4.6448 0.3311 0.269 0.443 0.456
C 2.5791 -4.3526 1.7242 0.251 -0.547 -0.392
C 2.7592 -5.5947 2.5629 -1.050 -0.129 0.372
O 1.5727 -6.3528 2.8006 -0.342 0.107 -0.357
C 1.0371 -6.8955 1.6044 0.690 0.377 -0.792
H 1.1788 -3.0867 0.0149 0.545 0.740 0.620
H 1.8184 -3.6616 -1.3731 0.667 -0.514 -0.056
H 2.9636 -2.7300 -0.4334 -0.086 0.152 0.552
H 1.6923 -3.8215 2.0777 -0.038 0.119 -0.020
H 3.4671 -3.7359 1.9048 -0.018 0.230 -0.100
H 2.9869 -5.2059 3.5584 0.590 -0.364 -0.049
H 3.4943 -6.2817 2.1343 0.387 0.298 0.172
H 0.3800 -6.2077 1.0630 -0.360 0.055 0.433
H 0.5483 -7.8502 1.7741 -0.046 0.036 0.285
H 1.8483 -7.0050 0.8764 0.037 -0.523 0.071
C 3.3023 3.8270 0.2014 0.201 0.302 -0.740
O 2.1788 3.7414 1.0673 0.902 -0.888 0.173
C 2.5158 2.8930 2.1603 -1.393 -0.354 0.765
C 1.2768 2.6436 3.0556 -0.915 0.600 -0.228
O 0.0579 2.6878 2.3039 0.411 0.514 -0.208
C -1.1311 2.3752 3.0088 -0.077 -0.077 0.281
H 3.0039 4.2817 -0.7416 -0.275 0.157 0.181
H 3.7026 2.8529 -0.0860 -0.115 -0.172 0.358
H 4.0852 4.4441 0.6498 0.042 -0.093 0.134
H 3.2545 3.4361 2.7508 0.299 -0.452 0.136
H 2.8067 1.8705 1.9068 0.633 0.407 -0.848
H 1.2280 3.4493 3.7963 -0.106 -0.377 0.365
H 1.2657 1.6339 3.4705 0.678 0.211 0.530
H -2.0014 2.6431 2.4125 0.308 0.155 -0.399
H -1.1673 2.9711 3.9251 0.006 -0.302 0.203
H -1.1672 1.2957 3.1795 0.036 0.053 0.378
C -2.3422 -1.9579 4.8453 -0.254 0.230 0.354
O -1.1351 -2.6648 4.6703 -0.121 -0.127 -0.456
C -0.7443 -2.7701 3.3145 -0.223 0.706 -0.307
C -1.2973 -3.9995 2.5949 0.399 0.162 0.491
O -2.5962 -3.6813 2.1553 -0.648 0.727 -0.327
C -3.5494 -4.7365 2.0522 1.426 0.233 0.239
H -2.1974 -0.8933 4.6154 -0.025 -0.014 0.124
H -2.6208 -2.0856 5.8928 0.042 0.204 -0.039
H -3.1818 -2.3061 4.2366 0.248 -0.240 -0.131
H 0.3303 -2.5791 3.2616 0.206 -0.995 0.183
H -1.0743 -1.9107 2.7115 -0.535 0.031 0.253
H -1.3603 -4.8677 3.2552 0.387 -0.040 0.101
H -0.6066 -4.2006 1.7689 -0.228 -0.314 -0.259
H -3.1517 -5.4558 1.3307 -0.396 -0.343 0.102
H -4.4834 -4.3131 1.6976 -0.018 0.041 0.047
H -3.6628 -5.1673 3.0508 -0.250 -0.340 -0.166
C -2.8212 0.1399 -3.4312 -0.607 0.460 0.844
O -2.3394 0.7352 -4.6124 0.301 -0.115 -0.195
C -0.9588 0.4507 -4.8054 -0.162 1.053 0.622
C -0.2321 1.4951 -5.6743 -1.023 -0.473 -0.265
O -0.7470 1.6652 -6.9826 0.638 -0.825 -0.029
C -2.1026 2.0322 -7.0964 0.105 0.265 -0.997
H -2.6329 0.7620 -2.5472 0.435 0.059 -0.208
H -2.4201 -0.8502 -3.2016 -0.027 -0.153 -0.415
H -3.9103 0.1121 -3.4789 0.025 -0.315 -0.266
H -0.8648 -0.5754 -5.1681 0.279 0.026 -0.196
H -0.4972 0.5468 -3.8130 0.354 -0.356 -0.053
H 0.7862 1.1175 -5.7630 0.115 0.165 -0.218
H -0.2000 2.4891 -5.2175 -0.123 -0.125 0.459
H -2.2610 2.1426 -8.1751 0.062 0.241 0.115
H -2.2542 3.0101 -6.6241 -0.398 -0.239 0.204
H -2.8045 1.2565 -6.7937 0.110 0.220 0.509
C 9.7086 -0.2142 0.5871 0.551 0.287 -0.105
O 8.9091 0.6060 1.4041 -0.050 -0.725 0.626
C 8.0370 1.4678 0.7530 -1.423 -0.096 -0.093
C 6.9506 0.7688 -0.1064 1.109 -0.116 -0.597
O 6.2475 -0.2490 0.5611 -0.195 0.612 0.792
C 4.8861 -0.3268 0.1596 0.971 -1.116 -1.115
H 10.4461 -0.7010 1.2228 -0.012 0.156 0.162
H 10.2456 0.4268 -0.1206 0.072 -0.182 -0.247
H 9.2057 -1.0244 0.0543 -0.457 0.225 -0.023
H 8.6044 2.1727 0.1310 -0.192 0.041 -0.197
H 7.4921 2.0199 1.5225 0.363 0.084 0.185
H 7.5102 0.3430 -0.9533 -0.389 -0.129 -0.209
H 6.2345 1.4903 -0.5119 0.256 0.317 0.047
H 4.4057 -1.0727 0.7860 -0.260 0.456 0.402
H 4.8822 -0.7823 -0.8405 -0.256 0.142 -0.165
H 4.3914 0.6386 0.0559 -0.151 0.043 0.541
C 0.4603 3.5775 -2.7874 0.618 0.709 -1.623
O 0.6213 4.2902 -1.5755 0.473 -0.105 -0.067
C 0.2118 5.6457 -1.5759 -0.542 0.106 0.438
C 0.6461 6.2371 -0.2420 0.136 0.493 0.131
O 0.1678 5.4580 0.8384 -0.185 0.428 -0.287
C 0.1798 6.1603 2.0670 -0.386 -0.778 0.079
H 1.3258 3.7525 -3.4431 0.305 0.006 0.302
H -0.3380 3.9883 -3.4110 -0.582 -0.241 0.531
H 0.4041 2.5041 -2.6516 -0.333 0.060 0.624
H -0.8782 5.6707 -1.6766 -0.014 0.026 0.143
H 0.6367 6.2316 -2.3968 0.276 -0.178 -0.012
H 0.2898 7.2667 -0.1207 -0.243 -0.058 -0.324
H 1.7406 6.3150 -0.1687 0.032 -0.219 -0.143
H 0.0339 5.4282 2.8621 0.302 -0.138 -0.055
H -0.7018 6.7985 2.1511 0.258 0.488 -0.256
H 1.1365 6.6670 2.1891 -0.083 0.274 0.190
```
Positions in Å, forces in eV/Å.

Computed properties:
Lowest unoccupied orbital energy (spin up / spin down) in eV: 0.221 / 0.219
Energy relative to the best compared isomer or geometry (same formula, charge and spin) in kJ/mol: 225.1
Strongest force on any atom in Eh/bohr: 0.0451
Spin multiplicity: 6
E in eV: -98551.4233